No. 1
{"formula": "C7H9Cl9N2", "method": "ωB97M-V with the def2-TZVPD basis set", "e_tot_ev": -123086.2608, "de_lowest_kcal_mol": 0.0, "homo_energy_ev": -11.33, "fmax_ev_per_a": 0.58, "gap_ev": 11.625, "elements": ["Cl", "C", "Cl", "Cl", "H", "Cl", "C", "Cl", "Cl", "H", "Cl", "C", "Cl", "Cl", "H", "C", "C", "N", "H", "H", "H", "C", "C", "N", "H", "H", "H"], "xyz": [[18.6222, 18.3553, 2.7150], [19.1552, 16.6803, 2.8789], [20.6440, 16.5852, 3.8207], [19.3935, 15.9238, 1.3007], [18.3703, 16.1439, 3.3978], [18.0437, 13.2040, 3.4710], [17.7452, 11.4980, 3.8011], [17.5389, 10.6156, 2.2698], [16.3345, 11.3110, 4.8379], [18.6109, 11.0945, 4.3108], [15.7450, 15.6201, 4.8438], [14.9056, 16.8510, 5.8018], [14.6448, 18.3064, 4.8171], [15.7750, 17.2381, 7.2818], [13.9316, 16.4742, 6.0815], [18.7292, 15.5426, 7.6902], [19.0355, 16.3508, 8.8588], [19.2566, 16.9867, 9.7875], [18.6125, 16.1551, 6.8016], [17.8065, 14.9867, 7.8603], [19.4996, 14.7921, 7.5147], [21.5881, 13.0971, 1.5313], [21.4475, 12.4273, 2.8179], [21.3004, 11.8658, 3.8078], [20.5996, 13.3818, 1.1773], [22.0138, 12.3907, 0.8201], [22.2085, 13.9848, 1.6240]], "mulliken_charge": [-0.13, 0.74, -0.13, -0.14, -0.37, -0.02, -0.01, -0.14, -0.13, 0.30, -0.07, -0.04, -0.12, -0.11, 0.32, -0.60, 0.31, -0.39, 0.11, 0.25, 0.34, -0.55, 0.35, -0.43, 0.08, 0.31, 0.27]}

=====

No. 2
{"formula": "C7H9ClHfNO6", "method": "ωB97M-V with the def2-TZVPD basis set", "total_charge": 3, "e_tot_ev": -34956.3068, "homo_energy_ev": -17.49, "fmax_ev_per_a": 4.79, "gap_ev": 1.637, "elements": ["Hf", "Cl", "O", "O", "O", "O", "C", "N", "O", "O", "H", "H", "H", "C", "C", "C", "C", "C", "C", "H", "H", "H", "H", "H", "H"], "xyz": [[-1.5316, -5.2782, -2.3813], [0.2689, -2.0743, -0.8511], [1.5571, -2.6655, -0.9350], [-0.0822, -1.7751, 0.4929], [0.2862, -0.8658, -1.6357], [-0.7225, -3.0297, -1.4243], [2.9366, -2.4046, 2.4906], [4.2044, -2.7480, 1.8194], [4.1724, -3.4197, 0.8040], [5.2384, -2.3820, 2.3261], [3.1772, -1.7056, 3.2935], [2.4883, -3.2438, 3.0186], [2.2878, -1.9525, 1.7449], [-3.0877, 2.0977, -0.0507], [-2.9577, 3.4537, 0.1290], [-1.8529, 4.1563, -0.5891], [-0.9726, 3.4877, -1.4357], [-1.1130, 2.1277, -1.5375], [-2.1845, 1.4106, -0.8504], [-3.9223, 1.5623, 0.3818], [-3.6242, 4.0344, 0.7561], [-1.7188, 5.2285, -0.4801], [-0.1755, 4.0397, -1.9137], [-0.4409, 1.6120, -2.2154], [-2.2309, 0.3341, -0.9571]], "mulliken_charge": [1.34, 1.60, -0.58, -0.54, -0.54, -0.23, -0.63, 0.92, -0.39, -0.37, 0.35, 0.31, 0.18, -0.55, -0.15, -0.04, -0.54, 0.06, 0.17, 0.43, 0.46, 0.44, 0.45, 0.45, 0.39]}